Record 1
{
  "formula": "C38H70MnN8O2",
  "method": "the ωB97M-V functional and the def2-TZVPD basis",
  "symbols": ["Mn", "C", "C", "C", "O", "H", "H", "H", "H", "H", "H", "H", "C", "C", "C", "O", "H", "H", "H", "H", "H", "H", "H", "C", "C", "C", "C", "N", "H", "H", "H", "H", "H", "H", "H", "C", "C", "C", "C", "N", "H", "H", "H", "H", "H", "H", "H", "C", "C", "C", "C", "N", "H", "H", "H", "H", "H", "H", "H", "C", "C", "C", "C", "N", "H", "H", "H", "H", "H", "H", "H", "C", "C", "C", "C", "N", "H", "H", "H", "H", "H", "H", "H", "C", "C", "C", "C", "N", "H", "H", "H", "H", "H", "H", "H", "C", "C", "C", "C", "N", "H", "H", "H", "H", "H", "H", "H", "C", "C", "C", "C", "N", "H", "H", "H", "H", "H", "H", "H"],
  "coordinates": [[-23.833, 6.845, -13.140], [-25.167, 3.755, -14.995], [-26.132, 4.732, -14.293], [-26.947, 3.972, -13.263], [-25.537, 5.884, -13.808], [-25.752, 3.030, -15.563], [-24.513, 3.239, -14.287], [-24.534, 4.294, -15.701], [-26.855, 4.972, -15.087], [-27.697, 4.610, -12.786], [-26.352, 3.538, -12.454], [-27.536, 3.180, -13.734], [-20.784, 4.681, -10.714], [-21.746, 4.582, -11.889], [-22.467, 3.243, -11.875], [-22.636, 5.645, -11.882], [-19.961, 3.963, -10.710], [-21.353, 4.546, -9.790], [-20.364, 5.688, -10.707], [-21.123, 4.591, -12.803], [-22.949, 3.043, -10.915], [-21.770, 2.409, -12.030], [-23.186, 3.191, -12.693], [-19.639, 1.010, -13.414], [-18.947, 2.116, -12.638], [-18.778, 1.856, -11.129], [-18.051, 0.623, -10.818], [-17.456, -0.319, -10.536], [-20.674, 0.845, -13.109], [-19.126, 0.059, -13.249], [-19.608, 1.188, -14.487], [-19.478, 3.065, -12.752], [-17.971, 2.356, -13.068], [-19.777, 1.726, -10.704], [-18.266, 2.669, -10.617], [-21.072, 1.834, -16.663], [-21.752, 2.908, -15.823], [-21.765, 4.307, -16.454], [-22.295, 5.393, -15.626], [-22.716, 6.214, -14.950], [-20.066, 2.202, -16.889], [-21.595, 1.707, -17.609], [-20.988, 0.929, -16.070], [-21.271, 3.006, -14.845], [-22.773, 2.577, -15.620], [-22.237, 4.299, -17.438], [-20.736, 4.604, -16.682], [-18.670, 5.817, -13.495], [-18.065, 5.129, -14.700], [-17.734, 6.084, -15.859], [-18.872, 6.819, -16.373], [-19.751, 7.434, -16.791], [-18.020, 6.637, -13.180], [-18.799, 5.170, -12.627], [-19.653, 6.229, -13.738], [-18.718, 4.348, -15.105], [-17.150, 4.585, -14.456], [-17.241, 5.577, -16.692], [-16.961, 6.794, -15.549], [-25.640, 3.988, -8.352], [-25.313, 4.589, -9.711], [-26.500, 5.348, -10.270], [-26.964, 6.445, -9.403], [-27.318, 7.301, -8.723], [-26.678, 3.658, -8.252], [-25.514, 4.675, -7.511], [-25.036, 3.102, -8.157], [-24.943, 3.833, -10.402], [-24.442, 5.253, -9.675], [-27.342, 4.663, -10.380], [-26.214, 5.754, -11.237], [-25.489, 0.470, -13.885], [-24.169, 0.300, -13.115], [-24.342, 0.160, -11.597], [-25.257, -0.907, -11.205], [-26.018, -1.720, -10.921], [-26.059, -0.458, -13.976], [-25.316, 0.821, -14.900], [-26.161, 1.148, -13.357], [-23.543, 1.154, -13.372], [-23.698, -0.574, -13.570], [-24.602, 1.075, -11.063], [-23.362, -0.097, -11.184], [-22.240, 7.471, -8.532], [-23.673, 7.805, -8.111], [-24.342, 8.906, -8.971], [-24.557, 8.443, -10.359], [-24.772, 8.035, -11.412], [-21.783, 6.766, -7.838], [-21.607, 8.360, -8.514], [-22.228, 7.002, -9.518], [-23.687, 8.149, -7.076], [-24.275, 6.895, -8.129], [-23.754, 9.822, -9.041], [-25.347, 9.174, -8.637], [-19.553, 10.687, -10.268], [-18.876, 9.540, -11.049], [-19.737, 8.323, -11.318], [-20.919, 8.571, -12.123], [-21.842, 8.757, -12.776], [-19.893, 10.313, -9.300], [-20.463, 10.990, -10.792], [-18.896, 11.543, -10.143], [-17.998, 9.246, -10.468], [-18.442, 9.975, -11.952], [-20.069, 7.851, -10.394], [-19.130, 7.535, -11.771], [-23.064, 4.002, -5.533], [-22.272, 4.133, -6.852], [-21.596, 2.833, -7.267], [-22.594, 1.801, -7.556], [-23.392, 1.020, -7.831], [-23.927, 3.345, -5.620], [-23.383, 4.982, -5.180], [-22.372, 3.604, -4.788], [-21.527, 4.910, -6.670], [-22.852, 4.512, -7.696], [-20.986, 2.435, -6.453], [-21.000, 2.971, -8.169]],
  "forces_ev_per_angstrom": [[-0.477, -1.733, 0.488], [-0.022, 0.347, 0.048], [0.332, -0.002, -0.402], [-0.634, -0.045, 0.468], [0.799, 0.346, 0.602], [0.089, -0.177, 0.063], [-0.088, -0.035, 0.059], [-0.130, 0.078, -0.025], [-0.115, 0.393, -0.077], [0.165, 0.217, -0.104], [0.214, -0.034, -0.137], [0.216, -0.170, -0.075], [-0.088, 0.284, 0.320], [-0.447, 0.317, -0.319], [0.310, -0.544, -0.132], [-0.202, 0.502, -0.134], [-0.169, 0.046, -0.147], [0.015, 0.092, 0.061], [0.074, -0.027, 0.110], [0.011, 0.024, -0.235], [-0.206, 0.203, -0.015], [0.076, 0.078, 0.009], [-0.161, 0.157, 0.195], [0.329, -0.516, 0.232], [0.349, 0.653, -0.008], [-0.398, -0.561, -0.376], [0.314, -0.110, 0.014], [-0.143, 0.125, -0.127], [-0.039, 0.203, 0.003], [0.049, 0.001, -0.007], [-0.034, 0.160, 0.026], [-0.295, -0.134, 0.135], [0.130, -0.384, -0.026], [0.018, 0.186, 0.193], [-0.090, 0.081, -0.061], [0.406, 1.271, 0.108], [-0.657, 0.056, 0.628], [0.728, 0.008, -0.557], [-0.096, -0.514, -0.113], [0.189, 0.182, 0.007], [0.121, -0.331, -0.139], [-0.022, -0.359, 0.059], [-0.156, -0.234, -0.338], [0.072, -0.146, 0.021], [-0.038, 0.217, 0.049], [-0.370, 0.113, 0.147], [0.059, -0.009, 0.069], [0.036, 0.282, -0.019], [0.067, -0.598, -0.600], [0.904, -0.083, 0.245], [-0.517, 0.555, -0.263], [0.225, -0.359, 0.173], [0.016, 0.023, -0.087], [0.055, -0.163, -0.151], [0.014, 0.073, 0.021], [-0.241, 0.058, 0.184], [0.089, 0.204, 0.160], [-0.295, -0.286, 0.010], [-0.249, 0.204, 0.179], [0.116, -0.456, 0.548], [0.406, 0.197, 0.618], [-0.042, 0.088, -0.154], [0.280, -0.195, -0.138], [0.094, 0.024, 0.013], [-0.051, -0.018, -0.382], [0.192, 0.162, -0.153], [0.084, 0.079, 0.092], [-0.603, -0.119, -0.206], [-0.064, 0.129, 0.207], [-0.023, 0.065, -0.218], [-0.331, 0.154, -0.273], [-0.371, -0.209, 0.409], [-0.950, 0.037, -0.968], [1.122, -0.306, 0.035], [-0.412, 0.007, -0.067], [0.183, 0.053, -0.051], [0.235, -0.160, 0.144], [0.023, 0.162, 0.057], [0.096, 0.295, -0.210], [0.140, 0.016, 0.414], [0.295, -0.125, 0.480], [-0.319, 0.131, -0.344], [-0.039, -0.061, 0.118], [-0.220, 0.059, 0.033], [0.098, 0.288, 0.088], [-0.133, -0.521, -0.757], [-0.076, -0.158, 0.134], [0.547, 0.100, 0.008], [-0.112, -0.040, 0.043], [-0.023, 0.098, -0.177], [0.054, 0.107, -0.141], [-0.011, 0.088, 0.008], [-0.163, 0.086, -0.106], [0.148, -0.036, 0.183], [0.070, -0.104, 0.328], [-0.647, -0.955, -0.367], [0.679, 1.284, 0.572], [0.405, -0.446, 0.369], [-0.039, -0.016, -0.300], [-0.321, -0.128, -0.039], [0.186, 0.159, 0.153], [0.097, 0.246, -0.060], [0.024, -0.018, 0.039], [-0.090, -0.342, 0.001], [-0.283, -0.282, -0.295], [-0.165, 0.249, 0.244], [-0.221, 0.215, -0.272], [0.413, 0.060, -0.584], [-0.177, 0.543, 0.498], [-0.243, -0.235, 0.220], [-0.215, -0.171, -0.366], [0.144, 0.106, 0.069], [-0.003, -0.025, 0.011], [-0.139, -0.015, -0.062], [-0.168, -0.099, 0.140], [0.316, -0.234, -0.131], [-0.317, -0.107, 0.148], [0.257, 0.153, -0.123], [0.180, -0.044, 0.103]],
  "multiplicity": 6,
  "s2": 8.75,
  "total_charge": 0,
  "e_above_lowest_kj_mol": 0.0,
  "e_lumo_ev": [0.00, -0.01],
  "gap_ev": [7.784, 8.008]
}



Record 2
{
  "formula": "C28H39ClN5O4SZr",
  "method": "the ωB97M-V functional and the def2-TZVPD basis",
  "symbols": ["Zr", "C", "C", "C", "C", "C", "C", "C", "H", "H", "H", "H", "H", "H", "H", "H", "Cl", "C", "C", "C", "C", "O", "C", "C", "O", "C", "H", "H", "H", "H", "O", "C", "N", "C", "C", "C", "N", "C", "O", "N", "H", "H", "H", "H", "H", "H", "H", "C", "C", "C", "C", "N", "C", "S", "N", "C", "C", "C", "C", "H", "H", "H", "H", "H", "H", "H", "H", "H", "H", "H", "H", "H", "H", "H", "H", "H", "H", "H", "H"],
  "coordinates": [[0.140, -0.214, 0.218], [-0.760, 3.757, -0.521], [-1.152, 2.399, -1.024], [-2.262, 1.720, -0.512], [-2.706, 0.538, -1.108], [-2.032, -0.010, -2.198], [-0.913, 0.654, -2.697], [-0.484, 1.834, -2.110], [0.309, 3.929, -0.623], [-1.019, 3.892, 0.521], [-1.291, 4.513, -1.106], [-2.813, 2.164, 0.309], [-3.609, 0.075, -0.731], [-2.390, -0.914, -2.676], [-0.388, 0.271, -3.553], [0.359, 2.368, -2.534], [3.159, -5.264, -5.030], [2.413, -4.071, -4.019], [1.633, -3.071, -4.596], [1.027, -2.111, -3.814], [1.181, -2.108, -2.414], [0.578, -1.184, -1.683], [1.971, -3.132, -1.854], [2.148, -3.181, -0.418], [1.669, -2.361, 0.345], [2.580, -4.102, -2.658], [1.506, -3.059, -5.670], [0.426, -1.353, -4.293], [2.767, -3.996, -0.005], [3.182, -4.876, -2.197], [0.951, -0.597, 1.683], [-2.895, -0.403, 5.105], [-2.868, -0.881, 3.724], [-3.807, -1.714, 3.252], [-3.740, -2.188, 1.987], [-2.655, -1.740, 1.193], [-1.724, -0.896, 1.625], [-1.760, -0.451, 2.948], [-0.949, 0.262, 3.479], [-2.547, -2.272, -0.054], [-3.811, -0.757, 5.571], [-2.866, 0.684, 5.122], [-2.029, -0.778, 5.646], [-4.593, -1.998, 3.939], [-4.461, -2.891, 1.604], [-3.412, -2.555, -0.489], [-1.930, -1.813, -0.712], [4.124, 5.701, 3.406], [5.146, 4.590, 3.186], [4.794, 3.240, 3.810], [3.574, 2.544, 3.221], [2.342, 3.167, 3.695], [1.133, 3.014, 3.138], [0.958, 2.118, 1.724], [0.117, 3.628, 3.773], [-1.296, 3.522, 3.453], [-2.065, 4.746, 3.934], [-1.904, 5.996, 3.067], [-0.496, 6.579, 3.011], [4.518, 6.659, 3.066], [3.879, 5.807, 4.467], [3.196, 5.517, 2.863], [6.106, 4.910, 3.597], [5.305, 4.449, 2.113], [4.667, 3.351, 4.894], [5.641, 2.564, 3.675], [3.570, 1.484, 3.492], [3.589, 2.596, 2.133], [2.378, 3.552, 4.627], [0.321, 4.030, 4.676], [-1.701, 2.611, 3.901], [-1.391, 3.411, 2.376], [-1.784, 4.969, 4.970], [-3.123, 4.477, 3.959], [-2.589, 6.758, 3.445], [-2.241, 5.761, 2.051], [-0.096, 6.742, 4.016], [-0.501, 7.542, 2.500], [0.197, 5.927, 2.478]],
  "forces_ev_per_angstrom": [[0.776, -0.956, 1.405], [-0.098, 0.080, -0.230], [-0.165, 0.082, 0.191], [0.133, 0.030, -0.147], [0.027, 0.244, -0.100], [-0.096, 0.568, -0.002], [-0.461, 0.177, -0.060], [0.219, 0.055, -0.138], [-0.001, 0.013, -0.014], [-0.040, 0.026, 0.063], [0.028, 0.003, -0.026], [-0.012, -0.092, 0.047], [0.029, -0.024, 0.007], [0.028, 0.006, -0.029], [-0.004, 0.010, -0.010], [0.034, -0.055, 0.001], [0.017, -0.021, 0.005], [-0.023, 0.029, -0.030], [0.004, -0.015, -0.036], [0.078, -0.070, 0.096], [-0.021, -0.057, -0.120], [-0.212, 0.305, 0.728], [-0.085, 0.040, -0.053], [0.085, 0.123, 0.066], [0.120, -0.861, -0.131], [-0.003, 0.013, 0.073], [-0.011, 0.018, 0.002], [-0.005, 0.003, 0.009], [0.012, -0.053, -0.109], [-0.001, 0.003, 0.007], [-0.118, 0.339, -0.496], [-0.026, -0.031, -0.008], [0.090, 0.068, 0.014], [0.139, -0.024, -0.033], [-0.058, 0.111, 0.013], [-0.130, -0.493, -0.072], [-0.107, 0.096, -0.614], [-0.210, -0.235, 0.329], [-0.103, 0.131, -0.283], [0.028, 0.333, -0.005], [0.011, 0.004, 0.022], [-0.013, -0.003, -0.003], [0.001, 0.003, -0.001], [-0.009, 0.013, -0.005], [-0.005, 0.002, -0.001], [0.049, -0.275, 0.088], [0.049, -0.242, 0.035], [-0.023, 0.005, -0.025], [-0.004, 0.003, 0.030], [-0.014, 0.019, -0.062], [0.056, -0.028, 0.053], [0.068, -0.065, 0.075], [-0.171, -0.250, -0.140], [0.127, 0.936, -0.396], [-0.052, -0.139, 0.096], [-0.030, -0.038, 0.144], [0.019, 0.016, -0.105], [0.008, 0.005, 0.035], [0.021, -0.003, -0.039], [0.001, -0.001, 0.003], [0.008, 0.007, 0.000], [-0.005, -0.008, 0.015], [0.008, -0.011, -0.013], [0.015, 0.005, 0.002], [0.011, -0.015, 0.003], [0.000, -0.008, 0.034], [-0.023, -0.009, -0.030], [-0.004, 0.046, 0.012], [0.034, 0.115, -0.067], [0.025, 0.047, -0.043], [-0.001, -0.015, -0.003], [0.027, -0.033, -0.074], [-0.016, 0.004, 0.004], [0.003, -0.007, 0.040], [-0.010, -0.006, -0.012], [-0.017, 0.013, 0.004], [-0.003, 0.006, -0.001], [-0.001, 0.000, 0.003], [0.002, -0.010, 0.016]],
  "total_charge": 1,
  "e_above_lowest_kj_mol": 382.6,
  "e_lumo_ev": -2.80,
  "gap_ev": 7.670
}



Question: Which formula does entry 1 have?
Answer: C38H70MnN8O2